<w>
A single C6H13N molecule. Source: OMol25; level of theory: ωB97M-V/def2-TZVPD.

Last column: natural (NBO) charge in e.
Element x y z (Å)
N: 2.029 -1.279 0.955  -0.828
C: -0.744 -0.316 -1.052  -0.209
C: -1.459 0.002 -2.339  -0.645
C: 0.647 -1.427 1.505  -0.219
C: 0.044 1.921 -0.096  -0.652
C: -0.204 0.440 -0.111  0.019
C: -0.119 -0.112 1.332  -0.446
H: -0.213 2.460 -1.009  0.218
H: 2.485 -0.660 1.625  0.333
H: -0.558 2.403 0.691  0.213
H: -2.538 -0.086 -2.245  0.221
H: -0.456 -1.358 -0.900  0.191
H: 0.232 -2.247 0.907  0.189
H: -1.140 -0.748 -3.059  0.215
H: -1.183 -0.203 1.579  0.219
H: 2.104 -0.708 0.116  0.352
H: 1.059 2.043 0.291  0.218
H: -1.176 0.961 -2.785  0.212
H: 0.849 -1.670 2.548  0.201
H: 0.341 0.583 2.047  0.198

---

<x>
A single C6H13N molecule. Source: OMol25; level of theory: ωB97M-V/def2-TZVPD.

Last column: natural (NBO) charge in e.
Element x y z (Å)
N: 2.584 -0.420 0.736  -0.832
C: -1.782 0.811 -1.810  -0.400
C: 1.565 -0.751 -0.328  -0.224
C: -0.361 -0.279 1.268  -0.397
C: 0.295 -1.293 0.294  -0.417
C: -1.924 0.774 -0.497  -0.174
C: -0.855 1.005 0.557  -0.441
H: 0.128 0.039 2.194  0.213
H: 1.499 0.131 -0.961  0.174
H: -2.951 0.841 -0.134  0.192
H: -0.407 -1.295 -0.541  0.212
H: 0.377 -2.289 0.717  0.220
H: -0.042 1.507 0.020  0.195
H: 2.405 0.552 0.967  0.340
H: 3.487 -0.382 0.277  0.348
H: -2.637 0.921 -2.469  0.198
H: 2.020 -1.562 -0.909  0.191
H: -1.254 1.684 1.311  0.218
H: -0.841 0.691 -2.340  0.186
H: -1.306 -0.683 1.648  0.200

---

It is <x> that is the most stable of them.

---

<w>
A molecular structure, C6H13N. Source: OMol25; level of theory: ωB97M-V/def2-TZVPD.

Last column: natural (NBO) charge in e.
Element x y z (Å)
N: 0.602 -0.312 -0.743  -0.439
C: -1.897 0.063 -0.108  -0.630
C: 0.432 0.118 -2.085  -0.375
C: -0.482 -0.366 0.237  0.089
C: -0.420 -1.634 1.092  -0.610
C: 1.717 0.956 1.214  -0.629
C: 0.577 0.728 0.221  -0.028
H: 0.216 1.721 -0.446  0.164
H: -0.901 -1.480 2.064  0.207
H: -0.149 -0.666 -2.656  0.209
H: -2.491 -0.784 -0.466  0.206
H: -1.905 0.832 -0.883  0.221
H: -0.947 -2.465 0.593  0.213
H: -2.405 0.472 0.773  0.219
H: 2.558 1.415 0.684  0.214
H: 0.614 -1.949 1.258  0.222
H: 1.384 1.653 1.989  0.214
H: -0.009 1.401 -1.866  0.110
H: 2.099 0.056 1.722  0.219
H: 1.408 0.242 -2.593  0.204

---

<x>
A single C6H13N molecule. Source: OMol25; level of theory: ωB97M-V/def2-TZVPD.

Last column: natural (NBO) charge in e.
Element x y z (Å)
N: -0.312 0.305 -0.307  -0.447
C: 0.082 -2.163 -0.526  -0.425
C: 1.091 -0.009 0.064  -0.242
C: -1.096 1.301 0.522  -0.218
C: -1.068 -1.099 -0.411  -0.219
C: 1.421 -1.342 -0.671  -0.397
C: -0.335 2.580 0.533  -0.634
H: 0.571 2.589 1.178  0.208
H: -0.024 2.765 -0.510  0.220
H: 1.890 0.701 -0.202  0.205
H: 1.108 -0.126 1.098  0.159
H: 0.052 -2.635 0.419  0.199
H: -0.844 3.488 0.801  0.218
H: 1.955 -1.328 -1.675  0.223
H: -0.050 -2.850 -1.324  0.214
H: 2.154 -1.978 0.063  0.200
H: -1.534 -1.347 0.673  0.162
H: -1.758 -1.007 -1.243  0.208
H: -1.198 0.795 1.486  0.165
H: -2.105 1.360 0.034  0.202

---

<y>
A single C6H13N molecule. Source: OMol25; level of theory: ωB97M-V/def2-TZVPD.

Last column: natural (NBO) charge in e.
Element x y z (Å)
N: 0.822 -1.937 -1.513  -0.717
C: -0.279 -0.312 0.037  -0.134
C: 0.619 2.127 0.281  -0.625
C: 0.156 -0.607 1.469  -0.610
C: -1.607 -1.009 -0.279  -0.603
C: 0.832 -0.749 -0.988  0.180
C: -0.327 1.148 -0.380  -0.348
H: 0.170 2.548 1.187  0.211
H: 1.140 -0.194 1.703  0.209
H: 1.665 -2.510 -1.425  0.372
H: 0.843 2.959 -0.392  0.218
H: -1.342 1.547 -0.443  0.215
H: -1.960 -0.766 -1.286  0.216
H: -2.383 -0.701 0.429  0.204
H: 0.211 -1.689 1.634  0.222
H: 1.750 -0.137 -1.021  0.148
H: -0.559 -0.179 2.180  0.217
H: 1.575 1.660 0.538  0.203
H: 0.188 0.900 -1.507  0.191
H: -1.513 -2.099 -0.225  0.231

---

<z>
A single C6H13N molecule. Source: OMol25; level of theory: ωB97M-V/def2-TZVPD.

Last column: natural (NBO) charge in e.
Element x y z (Å)
N: -0.167 0.107 -1.013  -0.641
C: 0.317 -1.432 1.539  -0.179
C: 1.140 -0.108 -0.426  -0.198
C: -0.905 1.302 -0.584  -0.224
C: 0.790 -2.662 1.572  -0.397
C: -1.671 1.927 -1.736  -0.615
C: 1.143 -0.249 1.111  -0.470
H: -0.199 1.957 -0.075  0.189
H: -0.679 -1.170 1.889  0.197
H: 2.165 -0.261 1.509  0.215
H: 1.814 -2.846 1.266  0.186
H: 1.757 0.722 -0.748  0.187
H: -1.626 1.012 0.200  0.166
H: -2.627 2.337 -1.383  0.201
H: 1.572 -1.017 -0.835  0.195
H: -0.742 -0.721 -0.980  0.360
H: 0.244 -3.539 1.869  0.201
H: 0.716 0.681 1.508  0.202
H: -1.912 1.201 -2.500  0.217
H: -1.130 2.759 -2.182  0.208

---

It is <z> that is the most stable of them.

---

<w>
2 unconnected molecules or ions with the total composition C4H10N3. Source: OMol25; level of theory: ωB97M-V/def2-TZVPD.

Last column: natural (NBO) charge in e.
Element x y z (Å)
N: 0.867 -0.010 -0.285  0.088
N: 1.628 -0.870 -0.262  0.118
N: -0.271 0.119 1.890  -1.050
C: -0.366 0.320 -0.862  0.083
C: 2.360 -1.821 0.088  -0.176
C: -0.606 1.810 -1.103  -0.645
C: -1.270 -0.534 -1.296  -0.276
H: -0.246 1.076 2.170  0.393
H: 0.267 -0.494 2.437  0.378
H: -1.199 -0.202 1.736  0.383
H: 2.895 -2.182 -0.740  0.249
H: -0.693 1.730 -2.186  0.244
H: 2.460 -2.114 1.083  0.249
H: 0.323 2.325 -0.944  0.238
H: -1.462 2.289 -0.615  0.252
H: -2.098 -0.033 -1.883  0.241
H: -1.296 -1.633 -1.254  0.234

Values from the calculation:
- net charge = +1

---

<x>
A gas-phase ion, C4H10N3 (charge +1). Source: OMol25; level of theory: ωB97M-V/def2-TZVPD.

Last column: natural (NBO) charge in e.
Element x y z (Å)
N: -0.445 -1.004 0.352  -0.766
N: -0.748 -0.309 -1.922  -0.715
N: 1.270 0.518 -1.099  -0.499
C: 0.562 -0.408 -1.699  0.301
C: 0.745 1.028 0.097  -0.199
C: -0.045 0.234 0.850  0.196
C: -0.544 0.537 2.213  -0.659
H: -1.327 -0.231 2.475  0.234
H: 0.090 -1.513 -0.266  0.362
H: -0.973 -1.627 0.844  0.404
H: -1.141 -1.027 -2.594  0.446
H: 2.225 0.516 -1.265  0.427
H: 0.365 0.433 2.974  0.261
H: -1.279 0.541 -1.614  0.448
H: 1.058 -1.240 -2.299  0.244
H: 1.193 2.001 0.621  0.260
H: -1.007 1.552 2.332  0.257

Values from the calculation:
- net charge = +1

---

It is <x> that is the most stable of them.

---

<w>
2 unconnected molecules or ions with the total composition C4H10N3. Source: OMol25; level of theory: ωB97M-V/def2-TZVPD.

Last column: natural (NBO) charge in e.
Element x y z (Å)
N: -0.211 -0.745 -0.362  -0.584
N: -4.729 0.490 0.043  -0.827
N: -2.666 -0.923 -0.050  -0.503
C: 1.631 0.689 0.273  -0.532
C: 0.244 0.412 0.015  0.315
C: -3.629 -0.250 -0.015  0.563
C: 2.540 -0.470 -0.002  -0.632
H: 1.936 1.494 -0.469  0.276
H: -5.542 0.214 -0.347  0.422
H: 2.334 -0.987 -0.918  0.206
H: -1.182 -0.961 -0.354  0.436
H: 0.460 -1.474 -0.644  0.423
H: 2.330 -1.315 0.671  0.217
H: 2.003 1.003 1.264  0.294
H: 3.645 -0.248 0.256  0.263
H: -0.286 1.214 0.386  0.222
H: -4.977 0.994 0.986  0.442

Values from the calculation:
- net charge = +1

---

<x>
2 unconnected molecules or ions with the total composition C4H10N3. Source: OMol25; level of theory: ωB97M-V/def2-TZVPD.

Last column: natural (NBO) charge in e.
Element x y z (Å)
N: 2.936 1.042 -0.009  0.314
N: -0.008 0.409 -0.070  -0.375
N: 3.749 0.311 -0.329  -0.134
C: -0.331 -1.927 0.075  -0.659
C: -2.281 -0.173 0.162  -0.708
C: 0.110 1.765 0.047  -0.438
C: -0.867 -0.523 0.120  0.368
H: 0.392 2.112 1.049  0.223
H: -2.414 0.839 0.629  0.245
H: -2.897 -1.005 0.677  0.254
H: -1.071 -2.712 0.070  0.240
H: -0.669 2.363 -0.284  0.216
H: 1.111 1.902 -0.540  0.203
H: 4.325 -0.055 -1.145  0.501
H: 0.415 -2.047 -0.644  0.237
H: -2.788 -0.312 -0.801  0.271
H: 0.286 -1.989 0.993  0.243

Values from the calculation:
- net charge = +1

---

<y>
A gas-phase ion, C4H10N3 (charge +1). Source: OMol25; level of theory: ωB97M-V/def2-TZVPD.

Last column: natural (NBO) charge in e.
Element x y z (Å)
N: 1.300 -0.167 -0.283  -0.217
N: -0.122 1.786 -0.218  -0.235
N: -1.261 -0.180 -0.482  -0.308
C: -1.186 1.100 -0.157  0.159
C: 1.998 -0.838 0.771  -0.463
C: -2.393 -0.963 -0.335  -0.459
C: 1.249 1.249 -0.289  -0.166
H: 1.851 1.739 0.446  0.258
H: 2.981 -0.493 0.698  0.247
H: -1.928 1.835 0.066  0.232
H: 0.635 -0.741 -0.750  0.452
H: -2.602 -1.635 -1.075  0.240
H: 1.862 -1.880 0.834  0.248
H: -2.177 -1.610 0.575  0.258
H: 1.469 1.682 -1.280  0.298
H: 1.663 -0.594 1.718  0.247
H: -3.338 -0.290 -0.236  0.209

Values from the calculation:
- net charge = +1

---

<z>
A gas-phase ion, C4H10N3 (charge +1). Source: OMol25; level of theory: ωB97M-V/def2-TZVPD.

Last column: natural (NBO) charge in e.
Element x y z (Å)
N: 0.943 -0.053 -0.555  -0.278
N: 0.148 -1.259 -0.307  -0.660
N: -2.789 -0.479 0.256  -0.693
C: -1.113 1.157 -0.261  -0.251
C: 0.247 1.184 -0.118  0.010
C: 2.290 -0.295 0.156  -0.435
C: -1.840 -0.050 -0.518  0.199
H: 1.251 -0.116 -1.508  0.435
H: 2.522 0.164 1.161  0.245
H: -3.373 -1.129 -0.163  0.413
H: 3.012 0.195 -0.527  0.216
H: -3.219 -0.051 1.170  0.444
H: 2.430 -1.367 0.276  0.259
H: -1.738 -0.445 -1.502  0.255
H: -1.597 2.068 0.154  0.270
H: 0.866 2.094 -0.115  0.245
H: 0.060 -1.382 0.767  0.327

Values from the calculation:
- net charge = +1

---

It is <w> that is the most stable of them.